A molecular structure, C31H20Cl4N5O10W at a distorted geometry. Source: the Open Molecules 2025 dataset; level of theory: ωB97M-V with the def2-TZVPD basis set.

Geometry (Å):
W 0.89804 -0.14068 -0.46142
C 4.36274 0.08942 0.70258
O 2.99504 0.29202 1.04168
C 2.71254 1.33202 1.92118
C 3.64004 1.91612 2.76198
C 3.23384 2.87112 3.68588
C 1.90884 3.26452 3.74138
C 0.97714 2.71132 2.88378
C 1.35574 1.72182 1.97068
N 0.46204 1.03892 1.14848
N -0.78156 1.02502 1.65278
C -1.78286 0.27862 1.20708
C -1.79976 -0.71638 0.16378
O -0.66856 -1.07498 -0.48382
C -2.98676 -1.37518 -0.17752
C -4.16186 -1.13808 0.48588
C -4.19966 -0.22528 1.56308
C -5.37596 -0.02778 2.31258
C -5.39636 0.81852 3.38938
C -4.24446 1.52642 3.74348
C -3.08776 1.36502 3.01978
C -3.02896 0.48292 1.92938
H 4.83374 1.02642 0.39088
H 4.36714 -0.60378 -0.13972
H 4.89554 -0.35078 1.55288
H 4.67644 1.62262 2.72978
H 3.95504 3.30132 4.36298
H 1.60094 4.00942 4.45968
H -0.05566 3.01932 2.89848
H -2.92776 -2.08438 -0.99262
H -5.06316 -1.66558 0.21298
H -6.26336 -0.57558 2.02968
H -6.29906 0.94002 3.97058
H -4.26106 2.19472 4.59348
H -2.19116 1.89942 3.29108
Cl 5.27424 -5.20988 1.29498
C 3.96084 -4.10758 1.36598
C 3.24354 -3.95228 2.54428
Cl 3.69184 -4.85018 3.94058
C 2.17044 -3.06258 2.61298
Cl 1.30344 -2.84238 4.07878
C 1.81654 -2.30338 1.49668
O 0.88394 -1.39298 1.43518
C 2.56684 -2.46498 0.29868
O 2.19204 -1.63948 -0.68432
C 3.63064 -3.34888 0.24068
Cl 4.58374 -3.43508 -1.18882
N 1.40154 -0.71408 -2.90822
N 1.80314 0.57622 -3.36032
C 2.37074 1.47472 -2.47142
O 2.89694 2.48892 -2.86682
O 2.29134 1.07852 -1.21872
H 2.21124 -1.35188 -2.95732
H 0.69474 -1.15798 -3.63872
H 2.03194 0.68262 -4.34022
O -1.97866 2.43262 -0.82232
C -1.44076 1.63892 -1.56652
O -0.19106 1.22152 -1.36262
C -2.05006 1.09692 -2.81002
C -3.03396 1.78692 -3.52532
C -3.49406 1.24992 -4.72762
C -2.93106 0.12042 -5.26972
C -1.89176 -0.54788 -4.57902
C -1.54586 -0.09418 -3.29452
N -1.19386 -1.56898 -5.16162
O -0.12436 -2.00368 -4.56572
O -1.54416 -2.04038 -6.27182
H -3.43306 2.70982 -3.13822
H -4.28976 1.75222 -5.26132
H -3.26276 -0.27988 -6.21582
H -0.91376 -0.71048 -2.66402

Output
* molar mass: 948.2 g mol⁻¹
* HOMO energy (alpha / beta): -3.6 / -3.6 eV
* net charge: -1
* E: -4127.4112 a.u.
* maximum force: 5.25 eV/Å
* LUMO energy (alpha / beta): -0.04 / -0.04 eV
* Kohn-Sham gap (alpha / beta): 3.5 / 3.6 eV

Partial charges, Mulliken, in e: 2.64 -1.15 0.59 0.85 -0.69 -0.74 -0.86 -0.70 0.18 0.34 -0.48 0.36 0.42 -0.66 -0.52 -1.23 1.08 -1.09 -0.44 -0.86 -0.34 0.76 0.44 0.21 0.32 0.45 0.42 0.38 0.52 0.51 0.36 0.39 0.39 0.40 0.41 -0.23 0.49 0.37 -0.23 0.03 -0.23 -0.42 -0.12 -0.83 -0.37 0.20 -0.24 -0.71 -0.13 0.58 -0.75 -1.04 0.42 0.32 0.27 -0.69 -0.35 -0.48 0.41 -0.60 -0.64 -0.39 -1.30 0.19 0.99 -0.61 -0.62 0.52 0.39 0.51 1.66

A molecular structure, C31H20Cl5FeP2S2 at a distorted geometry. Source: the Open Molecules 2025 dataset; level of theory: ωB97M-V with the def2-TZVPD basis set.

Geometry (Å):
Fe 0.09205 -2.55544 0.33271
S 2.24441 -2.18521 -0.46126
P 1.26687 -0.45719 -0.97732
C -0.21519 -0.30686 -0.16185
P -0.39606 -0.14383 1.51932
S -0.40160 -1.96068 2.49191
C -1.92483 0.71822 1.92324
C -2.63289 1.38331 0.93393
C -3.78973 2.08087 1.26159
C -4.23474 2.10953 2.57282
C -3.52408 1.44330 3.56747
C -2.37320 0.74869 3.24273
C 0.90460 0.86882 2.26953
C 0.89341 2.24711 2.05838
C 1.91921 3.03848 2.54629
C 2.96317 2.46172 3.25886
C 2.98133 1.09321 3.47431
C 1.95641 0.29728 2.97926
C 0.98657 -0.51491 -2.75919
C -0.29412 -0.46803 -3.28470
C -0.48239 -0.52325 -4.66254
C 0.60848 -0.61799 -5.50970
C 1.89759 -0.66076 -4.98298
C 2.08432 -0.61437 -3.61465
C 2.34446 0.98590 -0.78764
C 1.89243 2.21336 -1.27524
C 2.67920 3.34372 -1.15437
C 3.92548 3.26243 -0.54004
C 4.37669 2.04879 -0.05032
C 3.58824 0.91013 -0.17821
H -2.27751 1.34360 -0.08808
H -4.34432 2.59372 0.48676
H -5.14008 2.64752 2.82239
H -3.87383 1.46554 4.59087
H -1.82809 0.22439 4.01937
H 0.08290 2.71154 1.50774
H 1.90548 4.10643 2.37223
H 3.76249 3.08170 3.64461
H 3.79273 0.63910 4.02816
H 1.97248 -0.77185 3.14542
H -1.14182 -0.39656 -2.61652
H -1.48526 -0.49350 -5.06797
H 0.46286 -0.65944 -6.58134
H 2.75257 -0.73338 -5.64208
H 3.09123 -0.65636 -3.21357
H 0.92371 2.28652 -1.75749
H 2.32503 4.29075 -1.54035
H 4.54241 4.14675 -0.44409
H 5.34222 1.97989 0.43359
H 3.94127 -0.03889 0.20671
Cl -3.29307 -1.20926 -1.20964
C -3.01228 -2.87691 -0.74989
C -1.72040 -3.32218 -0.49016
C -1.67024 -4.66315 -0.16235
Cl -0.03507 -5.25632 0.22353
C -2.72479 -5.55435 -0.06458
Cl -2.48972 -7.20211 0.37077
C -3.99271 -5.04929 -0.33173
Cl -5.36280 -6.08154 -0.23292
C -4.13258 -3.70306 -0.67966
Cl -5.70888 -3.09566 -1.01209

Output
* molar mass: 751.7 g mol⁻¹
* HOMO energy (alpha / beta): -8.1 / -8.2 eV
* net charge: 0
* E: -6237.0813 a.u.
* maximum force: 1.49 eV/Å
* spin multiplicity: 6
* LUMO energy (alpha / beta): 0.47 / -1.03 eV
* Kohn-Sham gap (alpha / beta): 8.5 / 7.1 eV
* relative energy (zero: lowest compared OMol25 entry of this formula, charge and spin): 4.8 kcal/mol

Partial charges, Mulliken, in e: -0.39 -0.62 1.97 -1.05 1.93 -0.62 -0.03 -0.07 -0.84 -0.45 -0.68 -0.43 0.32 -0.41 -0.62 -0.49 -0.76 -0.40 0.32 -0.02 -0.67 -0.43 -0.67 -0.55 0.53 -0.60 -0.66 -0.52 -0.63 -0.35 0.55 0.42 0.39 0.40 0.35 0.37 0.44 0.41 0.41 0.37 0.17 0.44 0.38 0.40 0.35 0.36 0.42 0.41 0.43 0.37 -0.22 1.89 -1.89 1.94 -0.23 -1.04 -0.18 0.92 -0.19 -0.74 -0.19

A molecular structure, C31H20CrN2O7 at a distorted geometry. Source: the Open Molecules 2025 dataset; level of theory: ωB97M-V with the def2-TZVPD basis set.

Geometry (Å):
O 4.86882 5.71498 0.58594
C 4.68498 4.58726 0.36100
Cr 4.32649 2.71547 0.37695
C 2.84911 3.19794 1.44363
O 2.01427 3.59401 2.15597
C 5.28366 2.83268 2.02090
O 5.77238 3.11409 3.04029
C 5.70260 2.03733 -1.18858
C 4.57571 2.62967 -1.77410
C 3.30151 2.20517 -1.39708
C 3.13051 1.14109 -0.48617
C 1.76877 0.79903 -0.09275
C 0.60800 0.43363 0.01360
C -0.81811 0.13360 -0.16685
C -1.56643 1.48358 0.08589
C -2.82690 1.61635 0.68626
C -3.51132 2.84051 0.65348
C -2.89799 3.96826 0.10150
C -1.59699 3.87137 -0.39626
C -0.95004 2.63847 -0.41334
C 4.26960 0.62163 0.16314
C 5.55521 1.04306 -0.21568
H 6.69803 2.38216 -1.47188
H 4.66927 3.42987 -2.51076
H 2.40052 2.67628 -1.79539
H -0.98813 -0.06174 -1.25105
H -3.29495 0.76602 1.17538
H -4.51993 2.91601 1.06064
H -3.41476 4.92474 0.06829
H -1.05578 4.73270 -0.77826
H 0.07029 2.57740 -0.79576
H 4.12619 -0.10357 0.96897
H 6.43325 0.60476 0.26691
C -1.20306 -1.09014 0.57188
C -2.69726 -1.44112 0.48483
C -3.47183 -1.53261 1.65421
C -4.84787 -1.71400 1.57198
C -5.43579 -1.91776 0.31604
N -6.84441 -1.76509 0.18401
O -7.38056 -1.97736 -0.92527
O -7.48310 -1.37701 1.18888
C -4.65094 -2.02227 -0.84089
C -3.29044 -1.74692 -0.75048
C -0.38084 -2.36221 0.18679
C -0.97587 -3.64857 0.20206
C -0.30773 -4.76801 -0.27800
C 1.00529 -4.63434 -0.76430
N 1.59831 -5.66592 -1.54140
O 2.74155 -5.45340 -2.00920
O 0.96305 -6.72051 -1.75428
C 1.68983 -3.42321 -0.62021
C 1.00509 -2.34361 -0.08349
H -0.98844 -0.91460 1.63908
H -2.98140 -1.41350 2.62469
H -5.48248 -1.68583 2.45063
H -5.14913 -2.27827 -1.77288
H -2.66588 -1.82090 -1.64106
H -1.99102 -3.77769 0.57833
H -0.78901 -5.74125 -0.31771
H 2.73017 -3.36267 -0.94212
H 1.61595 -1.46511 0.09302

Output
* molar mass: 584.5 g mol⁻¹
* HOMO energy (alpha / beta): -2.0 / -5.5 eV
* net charge: -1
* E: -2873.6680 a.u.
* maximum force: 4.03 eV/Å
* spin multiplicity: 4
* LUMO energy (alpha / beta): 1.06 / 0.01 eV
* Kohn-Sham gap (alpha / beta): 3.1 / 5.5 eV
* relative energy (zero: lowest compared OMol25 entry of this formula, charge and spin): 0.0 kcal/mol

Partial charges, Mulliken, in e: -0.37 0.34 -0.18 0.45 -0.39 0.36 -0.37 -0.58 -0.63 -0.52 1.52 -0.95 -0.89 1.76 -0.15 -0.07 -0.81 -0.37 -0.73 -0.39 -0.74 -0.58 0.43 0.50 0.50 0.28 0.37 0.44 0.37 0.39 0.15 0.57 0.50 0.78 -0.34 0.19 -0.79 -0.24 0.86 -0.78 -0.77 -0.96 0.22 -0.18 -0.62 -0.61 -0.09 0.94 -0.61 -0.60 -0.66 -0.39 0.40 0.30 0.42 0.41 0.38 0.37 0.48 0.49 0.18

A molecular structure, C31H20F3N8O3OsS2. Source: the Open Molecules 2025 dataset; level of theory: ωB97M-V with the def2-TZVPD basis set.

Geometry (Å):
Os 0.91821 -1.17032 0.54188
N -0.40951 1.55602 3.38864
C -1.00477 2.62463 2.70268
C -1.84971 3.49445 3.38744
C -2.41725 4.57441 2.74049
C -2.15693 4.81710 1.39584
C -1.32133 3.96648 0.69804
C -0.76951 2.86553 1.34451
S 0.48082 1.83332 0.61739
N 0.18358 0.38185 1.47237
C 0.02129 0.42199 2.75392
C 0.38794 -0.82562 3.42342
C 0.27687 -1.04164 4.79064
C 0.69951 -2.24391 5.31884
C 1.21588 -3.20460 4.45897
C 1.30280 -2.92447 3.11102
N 0.90978 -1.75414 2.58551
H -0.56804 1.51285 4.38081
H -2.05880 3.31335 4.43477
H -3.06723 5.23903 3.29289
H -2.58969 5.67361 0.89912
H -1.08544 4.16416 -0.33797
H -0.13915 -0.28072 5.43752
H 0.61759 -2.43771 6.37911
H 1.53081 -4.17169 4.82346
H 1.66430 -3.65944 2.40418
S -1.31396 -1.53262 -4.27667
C 0.34427 -1.22115 -4.54925
C 0.93003 -0.74074 -3.43404
N 0.04029 -0.61235 -2.39216
C -1.17890 -1.00991 -2.68636
H 0.80715 -1.42452 -5.49939
H 1.96137 -0.47065 -3.27855
H -1.97164 -1.00240 -1.95573
F -4.18495 3.84530 -5.01003
C -3.08221 4.48412 -4.59209
F -3.48695 5.60269 -3.96442
F -2.39195 4.85915 -5.67508
C -2.26309 3.61859 -3.66971
C -0.88122 3.59767 -3.76811
C -0.14344 2.82186 -2.88481
C -0.78378 2.06744 -1.90604
C -2.17769 2.09523 -1.82215
C -2.91654 2.86852 -2.69957
C -0.00762 1.21977 -0.97122
C 0.42127 -0.07021 -1.08427
H -0.38362 4.18147 -4.52985
H 0.93716 2.80336 -2.95218
H -2.67744 1.51014 -1.05935
H -3.99661 2.88788 -2.63736
O -1.00118 -1.97621 0.35080
N -1.13972 -3.20310 0.88511
C -0.79570 -4.20857 0.15935
C -0.33939 -4.06813 -1.19970
N -0.00758 -3.91738 -2.28712
C -0.94021 -5.52904 0.70446
N -1.05602 -6.58733 1.13204
O 3.02665 -0.64779 0.54902
C 3.36414 -1.82841 0.26919
C 4.72507 -2.44992 0.19543
C 4.37208 -3.91899 -0.07734
C 2.84457 -3.97436 -0.02490
O 2.16865 -4.97169 0.00342
N 2.35838 -2.67321 0.04958
H 5.25430 -2.29640 1.13591
H 5.31680 -1.98115 -0.59054
H 4.78106 -4.60949 0.65762
H 4.69615 -4.26198 -1.05946

Output
* molar mass: 863.9 g mol⁻¹
* HOMO energy (alpha / beta): -9.6 / -9.7 eV
* net charge: +1
* E: -3043.4479 a.u.
* maximum force: 0.80 eV/Å
* LUMO energy (alpha / beta): -3.69 / -3.69 eV
* Kohn-Sham gap (alpha / beta): 5.9 / 6.0 eV
* relative energy (zero: lowest compared OMol25 entry of this formula, charge and spin): 5.1 kcal/mol

Partial charges, Mulliken, in e: 1.75 -0.20 0.30 -0.69 -0.78 -0.78 -0.80 0.98 -0.06 0.17 0.66 0.95 -1.14 -0.54 -1.03 0.22 -0.01 0.18 0.37 0.41 0.45 0.57 0.34 0.45 0.48 0.29 -0.12 -0.37 -0.64 1.48 -0.06 0.48 0.43 0.34 -0.26 0.89 -0.25 -0.27 0.29 -1.07 -0.13 -0.10 0.24 -1.17 1.11 -2.53 0.50 0.57 0.68 0.48 -0.34 -0.65 1.17 0.04 -0.51 -0.06 -0.45 -0.78 0.23 -0.50 -0.55 -0.08 -0.55 -0.22 0.28 0.30 0.32 0.28